This record from the Open Molecules 2025 dataset describes a cluster of 14 separate species, C53H98BCl2O42 in total at a distorted geometry. The level of theory is ωB97M-V/def2-TZVPD.

## Properties
- HOMO level: -7.73 eV
- Max |F|: 5.87 eV/Å
- HOMO-LUMO gap: 9.8 eV
- E: -168273.6231 eV

```
! wB97M-V def2-TZVPD RIJCOSX def2/J DEFGRID3
* xyz -1 1
O -0.59 1.00 2.59
C -0.30 0.84 1.41
O 0.17 -0.24 0.78
B 0.46 0.08 -0.61
O 0.06 1.47 -0.80
C -0.29 2.00 0.30
O -0.46 3.24 0.57
O -0.31 -0.74 -1.54
C 0.47 -1.44 -2.31
O 0.04 -2.27 -3.12
C 1.91 -1.13 -1.94
O 1.87 -0.16 -1.01
O 2.85 -1.70 -2.50
C 2.74 -4.99 -3.67
Cl 1.65 -5.20 -2.30
Cl 4.24 -5.86 -3.42
H 2.23 -5.31 -4.58
H 2.89 -3.91 -3.75
C -0.89 7.46 -0.13
C -0.40 6.24 0.69
O -0.41 6.53 2.06
C -1.60 6.57 2.71
O -2.67 6.47 2.17
O -1.40 6.81 4.00
C -2.45 7.08 4.87
H -0.75 7.29 -1.20
H -0.41 8.42 0.09
H -1.95 7.53 0.08
H 0.58 5.95 0.31
H -1.03 5.39 0.42
H -2.82 8.10 4.72
H -2.18 7.02 5.93
H -3.31 6.43 4.74
C -3.15 -0.88 5.28
C -2.90 -1.22 3.81
O -4.00 -0.59 3.06
C -4.07 -0.60 1.75
O -4.89 0.08 1.02
O -3.10 -1.36 1.22
C -3.05 -1.58 -0.18
H -2.91 0.15 5.57
H -2.61 -1.50 5.99
H -4.20 -1.01 5.52
H -2.99 -2.31 3.76
H -1.91 -0.82 3.59
H -2.49 -2.47 -0.47
H -2.53 -0.79 -0.72
H -4.10 -1.67 -0.46
C -3.46 -2.78 -3.25
C -2.51 -4.05 -3.16
O -3.07 -5.21 -3.72
C -3.92 -6.02 -3.06
O -4.25 -5.98 -1.90
O -4.43 -6.87 -4.02
C -5.46 -7.83 -3.62
H -3.48 -2.49 -4.30
H -3.03 -1.92 -2.72
H -4.46 -2.94 -2.85
H -2.21 -4.27 -2.14
H -1.62 -3.85 -3.75
H -6.36 -7.23 -3.50
H -5.27 -8.37 -2.69
H -5.47 -8.48 -4.49
C -7.03 0.91 -4.78
C -6.29 -0.25 -4.10
O -5.07 0.20 -3.56
C -4.98 0.75 -2.24
O -5.91 0.83 -1.51
O -3.84 1.41 -2.01
C -2.78 1.48 -2.91
H -7.22 1.70 -4.05
H -8.01 0.49 -5.02
H -6.55 1.21 -5.71
H -6.00 -0.92 -4.90
H -6.98 -0.71 -3.39
H -2.33 0.49 -2.99
H -2.00 2.15 -2.55
H -3.17 1.74 -3.89
C 6.02 0.06 -1.97
C 5.65 -0.01 -3.48
O 6.59 0.73 -4.20
C 6.39 1.94 -4.71
O 5.29 2.56 -4.79
O 7.64 2.42 -5.10
C 7.66 3.64 -5.76
H 6.86 -0.58 -1.70
H 5.16 -0.24 -1.37
H 6.25 1.12 -1.90
H 4.62 0.32 -3.62
H 5.69 -1.07 -3.75
H 7.07 3.58 -6.68
H 8.68 3.86 -6.08
H 7.28 4.43 -5.12
C 5.76 0.39 4.93
C 4.88 1.35 5.69
O 3.72 1.58 4.88
C 2.73 2.49 5.21
O 2.62 3.10 6.27
O 1.92 2.73 4.13
C 0.77 3.56 4.25
H 5.26 -0.56 4.76
H 6.70 0.13 5.42
H 6.03 0.73 3.93
H 5.39 2.27 5.99
H 4.45 0.91 6.60
H 0.01 3.26 3.53
H 1.03 4.60 4.07
H 0.22 3.44 5.18
C -0.20 -4.06 0.57
C -0.09 -3.83 2.11
O 0.01 -5.06 2.91
C 1.01 -5.98 2.76
O 2.06 -5.86 2.15
O 0.73 -7.04 3.51
C 1.79 -8.02 3.74
H -0.18 -3.12 0.02
H -1.10 -4.64 0.36
H 0.69 -4.60 0.22
H -1.01 -3.36 2.44
H 0.75 -3.16 2.32
H 2.03 -8.55 2.82
H 1.54 -8.82 4.42
H 2.69 -7.53 4.11
C -2.98 2.82 3.84
C -4.35 2.85 4.53
O -5.19 3.93 4.06
C -5.76 3.83 2.82
O -5.89 2.84 2.12
O -6.18 5.00 2.39
C -5.86 6.28 3.02
H -2.43 3.75 3.99
H -3.06 2.68 2.76
H -2.45 1.94 4.21
H -4.22 3.09 5.59
H -4.91 1.92 4.59
H -6.22 6.33 4.05
H -6.33 7.10 2.48
H -4.78 6.40 3.09
C 3.97 -3.78 4.97
C 2.65 -3.25 4.71
O 2.53 -2.10 5.48
C 1.37 -1.50 5.59
O 0.29 -1.91 5.15
O 1.48 -0.38 6.31
C 0.30 0.46 6.42
H 4.30 -4.61 4.34
H 4.11 -4.08 6.01
H 4.67 -3.02 4.61
H 1.88 -3.97 5.02
H 2.47 -3.05 3.65
H -0.19 0.60 5.45
H 0.62 1.37 6.92
H -0.35 -0.03 7.14
C 2.47 3.02 -2.97
C 1.41 3.52 -3.89
O 0.56 4.37 -3.15
C -0.70 4.52 -3.59
O -1.22 4.03 -4.57
O -1.30 5.33 -2.72
C -2.66 5.82 -2.97
H 2.08 2.43 -2.14
H 2.92 3.87 -2.45
H 3.32 2.49 -3.41
H 0.89 2.64 -4.28
H 1.86 4.04 -4.74
H -2.86 6.68 -2.32
H -3.45 5.07 -2.97
H -2.62 6.36 -3.91
O 5.17 0.14 1.37
C 3.97 0.27 1.62
O 3.20 1.29 1.50
C 3.50 2.48 0.81
C 4.14 3.49 1.80
C 3.25 -0.82 2.39
H 2.60 2.82 0.29
H 4.21 2.26 0.01
H 4.82 4.17 1.29
H 4.64 3.09 2.68
H 3.34 4.04 2.30
H 2.75 -0.37 3.25
H 3.92 -1.60 2.75
H 2.60 -1.37 1.71
O 0.71 -4.61 -8.42
C 0.50 -4.89 -7.23
O 0.71 -6.08 -6.66
C 1.33 -7.09 -7.38
C 2.83 -6.91 -7.52
C -0.12 -3.87 -6.28
H 1.07 -7.14 -8.44
H 1.11 -8.02 -6.87
H 3.11 -6.06 -8.15
H 3.15 -7.82 -8.03
H 3.28 -6.86 -6.53
H -1.10 -4.32 -6.12
H -0.09 -2.88 -6.74
H 0.25 -3.79 -5.26
*
```

Mulliken atomic charge list, values in e, 4 entries:
1 O 0.11
2 C 0.32
3 O -0.20
4 B 0.02